# 1
Here is a 2-piece molecular cluster, C19H41FO9PS overall from OMol25. Energies are from ωB97M-V/def2-TZVPD.

Max |F| = 0.94 eV Å⁻¹
Charge = -1
Relative energy (zero: lowest compared OMol25 entry of this formula, charge and spin) = 0.0 kcal/mol
Molar mass = 495.6 g mol⁻¹
Frontier orbital gap = 3.05 eV
2S+1 = 1
E_HOMO = -2.5 eV

Geometry as XYZ:
```
72
C19H41FO9PS ωB97M-V/def2-TZVPD
C 3.161 -2.374 1.744
C 3.182 -0.943 1.211
O 3.733 -0.091 2.211
C 4.203 1.136 1.673
C 3.054 2.066 1.340
O 2.088 2.064 2.412
C 0.841 1.530 2.128
C -0.149 2.657 1.902
O -1.447 2.083 1.611
C -2.215 2.777 0.694
P -3.049 1.563 -0.380
F -2.866 0.186 0.282
C -2.151 1.512 -1.904
C -0.946 0.557 -1.709
C 0.215 0.906 -2.639
C 1.521 0.349 -2.074
C 1.745 -1.141 -2.262
C 1.041 -2.061 -1.252
C 1.819 -3.353 -1.087
O 1.080 -4.443 -0.533
C 0.295 -4.114 0.582
C -4.794 1.931 -0.610
C -5.806 0.910 -0.071
O -5.416 0.476 1.205
C -5.968 -0.779 1.615
C -4.940 -1.904 1.635
H 2.146 -2.770 1.821
H 3.604 -2.399 2.739
H 3.732 -3.034 1.093
H 2.149 -0.627 0.998
H 3.730 -0.879 0.269
H 4.869 1.574 2.418
H 4.768 0.955 0.750
H 3.427 3.086 1.231
H 2.627 1.769 0.376
H 0.510 0.949 2.995
H 0.847 0.848 1.272
H -0.230 3.249 2.814
H 0.189 3.281 1.071
H -2.963 3.434 1.158
H -1.612 3.389 0.012
H -2.814 1.132 -2.684
H -1.840 2.528 -2.149
H -1.277 -0.470 -1.846
H -0.559 0.675 -0.693
H 0.053 0.475 -3.630
H 0.307 1.993 -2.711
H 1.598 0.635 -1.021
H 2.351 0.857 -2.559
H 1.481 -1.454 -3.277
H 2.829 -1.273 -2.150
H 0.887 -1.544 -0.301
H 0.048 -2.351 -1.628
H 2.111 -3.679 -2.085
H 2.743 -3.192 -0.523
H 0.144 -5.026 1.160
H -0.691 -3.734 0.293
H 0.785 -3.384 1.234
H -4.926 2.011 -1.690
H -4.996 2.908 -0.173
H -6.768 1.430 0.003
H -5.955 0.085 -0.773
H -6.816 -1.040 0.977
H -6.367 -0.625 2.616
H -3.930 -1.508 1.656
H -5.067 -2.517 2.525
H -5.030 -2.564 0.773
O 4.732 -0.376 -1.969
S 5.162 1.066 -2.031
O 6.239 1.304 -1.042
O 3.961 1.902 -1.645
O 5.582 1.407 -3.403
```

Results of the Mulliken charge analysis, in e, for atoms 1 through 4: atom 1 (C): -1.600, atom 2 (C): 1.821, atom 3 (O): -0.584, atom 4 (C): -0.551

# 2
Here is an isolated ion of composition C19H41N2O2 and charge +1 from OMol25. Energies are from ωB97M-V/def2-TZVPD.

Max |F| = 0.61 eV Å⁻¹
SMILES string = CCCN[C@H]1C[N@H+](CCCCCCCCCCCOC)CCO1
Charge = +1
Molar mass = 329.5 g mol⁻¹
Frontier orbital gap = 9.46 eV
2S+1 = 1
E_HOMO = -12.2 eV

Geometry as XYZ:
```
64
C19H41N2O2 ωB97M-V/def2-TZVPD
C 5.942 -2.272 0.133
C 6.235 -0.769 0.048
C 5.492 0.048 1.118
N 4.529 1.042 0.600
C 3.198 0.564 0.456
C 2.294 1.791 0.212
N 1.150 1.488 -0.705
C 0.044 2.513 -0.617
C -0.913 2.290 0.533
C -2.017 3.355 0.494
C -3.140 3.058 1.486
C -3.810 1.698 1.259
C -4.408 1.512 -0.151
C -3.692 0.473 -1.008
C -3.598 -0.921 -0.355
C -3.617 -2.081 -1.359
C -2.239 -2.536 -1.842
C -1.262 -2.896 -0.730
O -1.878 -3.746 0.208
C -1.578 -3.476 1.558
C 0.715 0.077 -0.457
C 1.812 -0.817 -0.991
O 3.103 -0.378 -0.614
H 6.653 -2.856 -0.446
H 4.942 -2.489 -0.242
H 5.993 -2.609 1.168
H 5.908 -0.427 -0.936
H 7.306 -0.606 0.126
H 6.219 0.595 1.718
H 4.969 -0.616 1.807
H 4.845 1.341 -0.319
H 2.926 0.097 1.405
H 2.883 2.608 -0.196
H 1.863 2.116 1.156
H 1.503 1.503 -1.660
H -0.477 2.485 -1.575
H 0.522 3.489 -0.537
H -1.384 1.315 0.457
H -0.379 2.365 1.483
H -1.589 4.340 0.686
H -2.429 3.387 -0.519
H -3.892 3.845 1.438
H -2.722 3.072 2.495
H -3.074 0.919 1.469
H -4.592 1.568 2.004
H -4.414 2.467 -0.678
H -5.452 1.209 -0.054
H -4.172 0.396 -1.983
H -2.670 0.821 -1.219
H -4.427 -1.036 0.345
H -2.681 -0.954 0.236
H -4.192 -1.766 -2.231
H -4.135 -2.940 -0.937
H -2.367 -3.416 -2.474
H -1.779 -1.777 -2.483
H -0.883 -1.988 -0.244
H -0.405 -3.420 -1.163
H -0.522 -3.224 1.694
H -2.195 -2.659 1.942
H -1.778 -4.375 2.133
H -0.220 -0.105 -0.985
H 0.535 -0.037 0.608
H 1.628 -1.848 -0.682
H 1.772 -0.805 -2.084
```

Results of the Mulliken charge analysis, in e, for atoms 1 through 4: atom 1 (C): -1.185, atom 2 (C): -0.206, atom 3 (C): -0.670, atom 4 (N): -0.348

# 3
Here is a 2-piece molecular cluster, C19H41N3O9P overall in a non-equilibrium geometry from OMol25. Energies are from ωB97M-V/def2-TZVPD.

Max |F| = 7.53 eV Å⁻¹
Charge = -1
Molar mass = 486.5 g mol⁻¹
Frontier orbital gap = 1.29 eV
2S+1 = 1
E_HOMO = -0.9 eV

Geometry as XYZ:
```
73
C19H41N3O9P ωB97M-V/def2-TZVPD
C 7.184 2.069 0.656
C 5.602 1.859 0.255
O 5.553 0.745 -0.719
C 4.169 0.373 -1.057
N 3.195 1.419 -1.551
C 1.718 1.083 -1.373
C 0.738 2.151 -0.592
C -0.762 1.420 -0.478
N -1.828 2.478 -0.300
C -3.232 1.925 -0.386
C -3.351 0.295 -0.264
C -1.713 3.151 1.050
C -2.319 4.688 1.193
O -1.140 2.609 2.137
C 1.815 -0.451 -0.777
O 1.695 -1.380 -1.923
C 0.297 -1.815 -2.121
C 0.127 -3.471 -2.198
N -1.265 -3.886 -1.778
C -1.303 -4.535 -0.412
C -0.384 -3.804 0.732
C -0.649 -4.647 2.151
O -0.718 -2.396 0.996
C 3.283 -0.517 0.020
P 3.836 -2.291 0.459
O 3.680 -3.344 -0.721
O 2.848 -2.813 1.825
O 5.535 -2.391 0.957
H 7.256 2.241 1.828
H 7.849 1.141 0.370
H 7.650 3.021 0.124
H 5.264 2.833 -0.344
H 4.918 1.668 1.206
H 4.220 -0.382 -1.980
H 3.298 1.332 -2.605
H 3.399 2.437 -1.414
H 1.294 0.958 -2.479
H 1.197 2.370 0.487
H 0.611 3.135 -1.222
H -0.672 0.671 0.418
H -0.940 0.920 -1.523
H -3.820 2.371 0.553
H -3.806 2.340 -1.340
H -4.502 -0.020 -0.270
H -2.851 -0.310 -1.132
H -2.844 -0.016 0.750
H -1.491 5.493 0.917
H -3.169 4.771 0.359
H -2.808 4.869 2.246
H 1.078 -0.601 0.134
H -0.020 -1.408 -3.197
H -0.459 -1.318 -1.367
H 0.999 -4.053 -1.678
H 0.214 -3.727 -3.360
H -1.517 -4.673 -2.449
H -2.434 -4.456 -0.041
H -1.051 -5.683 -0.404
H 0.771 -3.932 0.494
H 0.327 -5.289 2.397
H -0.857 -3.843 3.003
H -1.560 -5.359 1.965
H -0.009 -2.047 1.643
H 3.051 -0.020 1.074
H 2.404 -2.009 2.261
H 5.614 -1.803 1.765
O -8.732 1.920 1.912
C -7.446 2.061 1.557
C -7.358 2.901 0.199
O -6.075 3.011 -0.174
H -6.873 1.134 1.375
H -6.785 2.582 2.270
H -7.903 3.841 0.399
H -8.045 2.402 -0.507
```

Results of the Mulliken charge analysis, in e, for atoms 1 through 4: atom 1 (C): -0.925, atom 2 (C): -0.247, atom 3 (O): -0.087, atom 4 (C): -0.527

Number 1 is which compound? C19H41FO9PS